--- a ---
The ion C6H16N with charge +1, computed with ωB97M-V/def2-TZVPD.

Output
Gap between HOMO and LUMO ... 11.32 eV
HOMO ... -14.90 eV
SMILES ... CC(C)C[C@@H](C)[NH3+]

ORCA input file:
```
! RIJCOSX wB97M-V def2-TZVPD def2/J DEFGRID3
* xyz 1 1
C -1.62 1.05 1.04
C -1.31 0.69 -0.42
C -0.69 1.90 -1.13
C -0.52 -0.60 -0.52
C 0.83 -0.58 0.27
C 0.98 -1.55 1.41
N 1.96 -0.85 -0.68
H -0.71 1.14 1.65
H -2.16 1.99 1.12
H -2.23 0.28 1.52
H -2.29 0.49 -0.87
H 0.08 2.27 -0.45
H -1.42 2.69 -1.29
H -0.27 1.67 -2.10
H -0.28 -0.92 -1.53
H -1.11 -1.34 0.02
H 0.99 0.45 0.61
H 0.12 -1.66 2.07
H 1.77 -1.23 2.09
H 1.15 -2.59 1.11
H 2.89 -1.00 -0.26
H 2.07 -0.12 -1.39
H 1.82 -1.75 -1.16
*
```

***

--- b ---
The ion C6H16N with charge +1, computed with ωB97M-V/def2-TZVPD.

Output
Gap between HOMO and LUMO ... 10.21 eV
HOMO ... -13.98 eV
SMILES ... CCCCCC[NH3+]

ORCA input file:
```
! RIJCOSX wB97M-V def2-TZVPD def2/J DEFGRID3
* xyz 1 1
C 0.70 -2.65 1.92
C -0.33 -2.49 0.76
C -0.05 -1.22 -0.08
C 0.48 0.10 0.53
C 0.63 1.22 -0.53
C -0.62 2.08 -0.59
N -0.74 2.82 -1.92
H 0.81 -3.73 2.06
H 1.68 -2.31 1.59
H 0.39 -2.09 2.80
H -1.38 -2.32 1.01
H -0.17 -3.34 0.11
H 0.67 -1.36 -0.90
H -1.03 -0.98 -0.53
H -0.37 0.46 1.14
H 1.29 0.02 1.25
H 1.50 1.83 -0.29
H 0.78 0.76 -1.52
H -0.54 2.85 0.18
H -1.52 1.52 -0.35
H -1.15 3.73 -1.77
H 0.22 2.82 -2.27
H -1.26 2.28 -2.61
*
```

***

--- c ---
The ion C6H16N with charge +1, computed with ωB97M-V/def2-TZVPD.

Output
Gap between HOMO and LUMO ... 10.91 eV
HOMO ... -14.48 eV
SMILES ... CCCCCC[NH3+]

ORCA input file:
```
! RIJCOSX wB97M-V def2-TZVPD def2/J DEFGRID3
* xyz 1 1
C 2.48 -0.61 -1.14
C 1.59 -0.86 0.10
C 0.23 -1.48 -0.13
C -0.85 -0.54 -0.78
C -1.94 0.30 -0.04
C -1.71 1.10 1.23
N -0.44 1.75 0.91
H 3.17 -1.53 -1.45
H 1.70 -0.51 -1.89
H 3.27 0.18 -0.90
H 1.51 0.26 0.72
H 2.08 -1.34 0.83
H 0.39 -2.44 -0.66
H -0.33 -1.70 0.89
H -0.27 0.18 -1.51
H -1.42 -1.04 -1.63
H -2.42 1.12 -0.74
H -2.49 -0.60 0.24
H -1.68 0.33 2.14
H -2.59 1.71 1.26
H -0.19 1.92 -0.18
H -0.41 2.64 1.44
H 0.32 1.15 1.29
*
```

***

--- d ---
The ion C6H16N with charge +1, computed with ωB97M-V/def2-TZVPD.

Output
Gap between HOMO and LUMO ... 10.60 eV
HOMO ... -14.36 eV
SMILES ... CCCCCC[NH3+]

ORCA input file:
```
! RIJCOSX wB97M-V def2-TZVPD def2/J DEFGRID3
* xyz 1 1
C 0.08 2.60 -1.01
C 0.83 1.35 -0.60
C 0.23 0.21 -1.51
C -0.76 -0.68 -0.91
C -0.28 -1.82 0.17
C 0.45 -1.30 1.33
N -0.44 -0.54 2.20
H 0.23 3.44 -0.19
H 0.29 3.14 -1.95
H -0.91 2.41 -1.26
H 0.47 1.23 0.64
H 1.97 1.33 -0.67
H -0.20 0.63 -2.50
H 1.08 -0.34 -1.72
H -1.57 -0.02 -0.46
H -0.98 -1.42 -1.69
H -1.05 -2.61 0.26
H 0.38 -2.61 -0.46
H 1.19 -0.55 0.92
H 1.08 -2.07 1.77
H -1.10 -1.30 2.62
H -0.06 0.16 2.93
H -0.99 0.15 1.54
*
```

***

Calculated relative energies: a 0.0000; b 0.0293; c 0.1169; d 0.1091, given in hartree

***

--- a ---
The ion C3H8NOS with charge +1, computed with ωB97M-V/def2-TZVPD.

Output
Gap between HOMO and LUMO ... 8.80 eV
HOMO ... -13.41 eV
SMILES ... [NH3+][C@H](C=O)CS

ORCA input file:
```
! RIJCOSX wB97M-V def2-TZVPD def2/J DEFGRID3
* xyz 1 1
N -0.05 -0.55 2.01
C 0.36 -0.04 0.61
C -0.55 1.34 0.52
O -1.25 1.49 1.58
C 0.18 -1.10 -0.54
S 0.64 -0.36 -2.11
H -1.05 -0.65 2.23
H 0.37 -1.38 2.29
H 0.37 0.15 2.70
H 1.37 0.44 0.60
H -0.82 1.56 -0.60
H 1.05 -1.83 -0.33
H -0.85 -1.24 -0.45
H -0.32 -0.51 -2.99
*
```

***

--- b ---
A cluster of 2 separate species, C3H8NOS in total, computed with ωB97M-V/def2-TZVPD.

Output
Gap between HOMO and LUMO (alpha / beta) ... 6.92 / 7.11 eV
HOMO (alpha / beta) ... -12.61 / -12.25 eV

ORCA input file:
```
! RIJCOSX wB97M-V def2-TZVPD def2/J DEFGRID3
* xyz 1 1
C -0.97 1.10 -1.44
C -0.95 0.34 -0.18
C 2.87 -1.27 -0.18
N -2.19 -0.25 0.42
O -0.90 1.70 -0.07
S 1.48 -1.37 0.97
H -0.04 1.27 -1.98
H -1.93 1.26 -1.97
H 3.73 -1.85 0.31
H 3.30 -0.23 -0.10
H 2.37 -1.62 -1.11
H -2.62 0.63 0.91
H -1.97 -1.06 1.06
H -2.98 -0.47 -0.38
*
```

***

Calculated relative energies: a 0.0000; b 0.1144, given in hartree

***

--- a ---
A cluster of 2 separate species, C4H12N2O2 in total, computed with ωB97M-V/def2-TZVPD.

Output
Gap between HOMO and LUMO (alpha / beta) ... 10.32 / 5.33 eV
HOMO (alpha / beta) ... -14.29 / -14.18 eV
Expectation value of S² ... 0.77

ORCA input file:
```
! RIJCOSX wB97M-V def2-TZVPD def2/J DEFGRID3
* xyz 1 2
C 0.00 -1.60 -0.45
N -0.09 -0.83 0.73
C 1.20 -0.55 1.36
C -1.31 -0.11 0.97
C -1.29 1.23 0.13
N -1.58 0.91 -1.35
O 1.07 -1.75 -1.02
H -0.95 -2.00 -0.76
H 1.80 0.17 0.87
H 1.71 -1.47 1.60
H 0.88 -0.14 2.43
H -2.18 -0.75 0.63
H -1.37 -0.02 2.17
H -1.97 2.11 0.44
H -0.21 1.43 0.02
H -2.59 0.58 -1.38
H -1.41 1.69 -2.03
H 3.11 0.86 -0.99
H 2.20 -0.07 -1.61
O 2.99 0.33 -1.76
*
```

***

--- b ---
A cluster of 2 separate species, C4H12N2O2 in total, computed with ωB97M-V/def2-TZVPD.

Output
Gap between HOMO and LUMO (alpha / beta) ... 10.98 / 5.73 eV
HOMO (alpha / beta) ... -14.13 / -14.11 eV
Expectation value of S² ... 0.75

ORCA input file:
```
! RIJCOSX wB97M-V def2-TZVPD def2/J DEFGRID3
* xyz 1 2
C -2.07 -1.07 -0.34
N -0.87 -0.14 -0.15
C -1.44 1.14 0.31
C 0.14 -0.66 0.78
C 1.01 0.53 1.20
N 1.45 1.33 0.09
O 1.29 0.97 2.30
H -2.83 -1.02 0.45
H -2.46 -0.85 -1.32
H -1.70 -2.13 -0.28
H -2.22 1.42 -0.49
H -0.76 1.91 0.25
H -1.99 0.99 1.24
H 0.72 -1.48 0.16
H -0.44 -1.10 1.73
H 2.14 2.10 0.25
H 1.33 0.99 -0.78
H 2.41 -1.42 -2.25
H 3.46 -0.85 -1.24
O 2.82 -0.68 -1.89
*
```

***

Calculated relative energies: a 0.0229; b 0.0000, given in hartree

***

--- a ---
A structure of composition C8H7Br9F8O, computed with ωB97M-V/def2-TZVPD.

Output
Gap between HOMO and LUMO ... 8.99 eV
HOMO ... -9.66 eV

ORCA input file:
```
! RIJCOSX wB97M-V def2-TZVPD def2/J DEFGRID3
* xyz 0 1
C -1.30 -0.54 -0.81
C -0.30 -1.70 -1.06
C 0.60 -1.77 0.19
F 1.70 -2.52 0.04
F 0.92 -0.56 0.70
F -0.92 -2.85 -1.33
F 0.35 -1.43 -2.16
O -2.10 -0.78 0.39
C -3.24 0.04 0.55
C -3.96 -0.27 1.92
F -3.13 0.15 2.90
F -5.13 0.35 2.16
F -2.91 1.32 0.45
F -4.21 -0.15 -0.38
H -1.97 -0.46 -1.67
H -0.80 0.42 -0.77
H 0.05 -2.20 1.02
H -4.07 -1.35 2.02
C -0.63 4.04 1.10
Br 0.90 5.22 1.26
Br -0.17 2.08 0.92
Br -1.78 4.63 -0.35
H -1.25 4.10 1.99
C 2.10 1.00 0.17
Br 2.54 -0.36 -1.14
Br 2.85 2.71 -0.42
Br 2.42 0.51 2.05
H 1.02 1.14 0.19
C 4.41 -1.99 -1.88
Br 6.36 -2.41 -1.54
Br 3.34 -3.64 -1.45
Br 4.13 -1.60 -3.81
H 4.16 -1.14 -1.25
*
```

***

--- b ---
A structure of composition C8H7Br9F8O, computed with ωB97M-V/def2-TZVPD.

Output
Gap between HOMO and LUMO ... 9.65 eV
HOMO ... -10.42 eV

ORCA input file:
```
! RIJCOSX wB97M-V def2-TZVPD def2/J DEFGRID3
* xyz 0 1
C 2.55 -0.65 3.53
C 1.35 -1.25 4.21
C 0.77 -0.16 5.09
F 1.59 0.42 5.95
F 0.10 0.79 4.40
F 0.37 -1.60 3.33
F 1.54 -2.32 5.05
O 2.96 -1.76 2.68
C 4.27 -1.77 2.05
C 4.63 -0.54 1.17
F 4.51 0.63 1.80
F 5.77 -0.47 0.61
F 5.26 -1.92 2.82
F 4.42 -2.94 1.36
H 3.39 -0.25 4.09
H 2.27 0.21 2.91
H -0.14 -0.48 5.61
H 3.86 -0.46 0.40
C -4.53 -5.48 -2.35
Br -5.45 -4.71 -0.81
Br -5.75 -5.74 -3.94
Br -3.59 -7.20 -1.91
H -3.78 -4.76 -2.67
C -2.26 0.89 -4.52
Br -2.75 -0.66 -5.69
Br -0.74 0.54 -3.29
Br -3.89 1.31 -3.46
H -2.18 1.72 -5.22
C -2.94 7.54 -4.68
Br -2.19 8.92 -5.98
Br -4.90 7.90 -4.29
Br -1.75 7.68 -3.07
H -2.79 6.57 -5.16
*
```

***

Calculated relative energies: a 0.1593; b 0.0000, given in hartree

***

--- a ---
A cluster of 2 separate species, CHN3O2 in total, computed with ωB97M-V/def2-TZVPD.

Output
Gap between HOMO and LUMO ... 10.67 eV
HOMO ... -10.26 eV

ORCA input file:
```
! RIJCOSX wB97M-V def2-TZVPD def2/J DEFGRID3
* xyz 0 1
O 1.43 -0.62 -0.21
C 0.63 -1.41 -0.51
N -0.09 1.68 0.83
N -0.96 0.91 0.42
N -1.83 0.24 0.15
O -0.10 -2.26 -0.83
H 0.88 1.51 0.58
*
```

***

--- b ---
An isolated molecule of CHN3O2, computed with ωB97M-V/def2-TZVPD.

Output
Gap between HOMO and LUMO ... 10.29 eV
HOMO ... -10.24 eV
SMILES ... O=[N+]([O-])N1C=N1

ORCA input file:
```
! RIJCOSX wB97M-V def2-TZVPD def2/J DEFGRID3
* xyz 0 1
O 2.07 1.55 2.19
N 2.04 1.70 1.02
O 2.29 2.66 0.35
N 1.65 0.51 0.25
C 0.40 -0.10 -0.07
N 0.87 -0.57 0.98
H -0.23 -0.20 -0.92
*
```

***

Calculated relative energies: a 0.0000; b 0.2256, given in hartree

***

--- a ---
An isolated molecule of CHN3O2, computed with ωB97M-V/def2-TZVPD.

Output
Gap between HOMO and LUMO ... 11.14 eV
HOMO ... -10.99 eV
SMILES ... Oc1nnno1

ORCA input file:
```
! RIJCOSX wB97M-V def2-TZVPD def2/J DEFGRID3
* xyz 0 1
O 1.68 -0.24 -0.01
C 0.37 -0.15 -0.01
N -0.49 -1.16 -0.04
N -1.71 -0.65 0.02
N -1.72 0.58 -0.02
O -0.24 1.00 -0.02
H 2.10 0.62 0.09
*
```

***

--- b ---
An isolated molecule of CHN3O2, computed with ωB97M-V/def2-TZVPD.

Output
Gap between HOMO and LUMO (alpha / beta) ... 9.81 / 9.81 eV
HOMO (alpha / beta) ... -9.85 / -9.85 eV

ORCA input file:
```
! RIJCOSX wB97M-V def2-TZVPD def2/J DEFGRID3
* xyz 0 1
O 1.61 -0.32 -0.61
C 0.41 -0.27 -0.07
N -0.35 -0.98 0.60
O -1.54 -0.80 0.89
N -1.71 1.02 -0.15
N -0.66 1.10 -0.56
H 2.22 0.24 -0.10
*
```

***

Calculated relative energies: a 0.0000; b 0.0530, given in hartree